Entry 1:
Computed, not measured: a molecular structure, C39H44MnN6O2PSSe2, with the ωB97M-V functional and the def2-TZVPD basis.

highest occupied orbital energy (alpha / beta)	-16.1 / -16.1	eV
gap between HOMO and LUMO (alpha / beta)	0.2287 / 0.2748	Eh
spin multiplicity	4
molar mass	904.72	g/mol
net charge	+3

```
96
Properties=species:S:1:pos:R:3:forces:R:3
Se -0.89924 3.28015 -0.37298 0.009 0.015 -0.096
Se -2.58012 2.25375 0.85568 0.002 -0.024 0.074
Mn 0.02565 -0.23599 -0.28384 -0.195 0.398 -0.145
S -1.99106 -1.11379 2.07723 -0.082 0.068 -0.026
P 1.10683 0.97812 -3.29280 0.241 0.001 0.094
O -0.62457 -0.83455 1.37683 0.279 -0.186 0.162
O 0.54510 0.52408 -1.92535 -0.222 -0.049 0.015
N 0.70433 1.35182 0.94097 0.030 -0.045 0.029
N 0.29392 2.30222 -3.79922 0.065 -0.146 0.149
N -0.19001 -2.28062 -0.75540 0.008 -0.010 -0.077
N 2.68592 1.38310 -3.17794 -0.218 -0.045 -0.011
N 0.89123 -0.24757 -4.34768 -0.120 0.189 -0.071
N -2.11171 0.26082 -1.08822 0.082 -0.260 0.085
C -0.56384 -0.69525 4.42004 0.014 -0.025 -0.022
C 2.02807 -0.88696 -0.31254 0.240 -0.173 0.030
C -2.31111 -5.59127 2.55467 0.010 -0.033 0.000
C 2.07058 3.20817 2.49635 0.015 -0.011 0.036
C -4.74706 0.16199 -1.98239 0.010 -0.030 -0.069
C -0.47390 -0.19170 5.70431 0.010 -0.009 -0.018
C -2.71581 0.69172 5.54284 -0.012 0.008 0.009
C -3.07114 0.96438 -0.48314 -0.088 0.123 -0.059
C 3.74757 0.74624 -3.95550 0.009 -0.036 -0.020
C -1.05778 -4.99915 2.69442 -0.012 -0.008 0.016
C 3.44819 -2.79495 -0.52067 -0.086 0.024 -0.026
C -1.47787 -4.27125 -1.05762 -0.001 0.031 0.023
C -1.16550 2.28313 -3.86131 -0.057 -0.088 0.017
C -3.42803 -4.82367 2.26196 -0.011 0.035 0.005
C -2.81639 0.20577 4.24638 0.005 0.021 -0.004
C 1.04827 -1.65873 -4.03538 0.033 -0.022 0.069
C -3.73862 -0.47875 -2.69098 0.013 0.038 0.038
C -4.40198 0.92146 -0.87750 0.046 0.043 -0.008
C -1.74011 -0.48604 3.70656 -0.070 -0.014 -0.042
C 0.53442 2.66817 0.74162 -0.049 0.024 -0.007
C -0.31735 -5.02889 -1.10291 -0.011 -0.021 -0.007
C -2.04484 -2.87206 2.26260 0.031 0.020 -0.002
C 0.89923 -4.39868 -0.92127 0.007 0.076 0.036
C 4.54933 -1.97240 -0.37624 0.033 -0.006 -0.001
C 2.15856 -2.25370 -0.51284 0.034 0.055 0.019
C -2.44695 -0.39768 -2.21065 0.001 -0.150 0.014
C -1.54859 0.49559 6.26384 -0.011 0.020 0.011
C -1.36861 -2.91059 -0.86848 -0.059 0.009 0.042
C -0.91635 -3.63044 2.55666 0.030 0.047 -0.048
C 4.38289 -0.60058 -0.24035 0.014 0.032 -0.009
C 1.23647 3.61651 1.46812 -0.045 0.030 -0.015
C 0.82200 0.03151 -5.78749 0.042 -0.035 -0.014
C 0.87532 3.33559 -4.66196 0.020 0.062 0.042
C 2.12930 1.85804 2.80087 -0.030 -0.050 -0.068
C 0.93841 -3.02405 -0.73219 -0.046 -0.047 -0.049
C 1.44140 0.96863 1.99997 0.112 0.002 -0.017
C 3.11008 -0.03873 -0.22374 -0.085 0.017 0.025
C 3.13371 2.52857 -2.39087 -0.069 0.049 -0.043
C -3.29790 -3.45001 2.10305 -0.017 0.020 0.023
H -3.94543 -1.02251 -3.60181 -0.002 -0.010 0.001
H -1.56680 1.49046 -3.23430 0.079 0.166 -0.063
H 2.71129 1.48847 3.63285 -0.003 -0.009 0.003
H -4.39974 -5.28830 2.16420 0.003 0.002 -0.009
H 4.55978 0.45431 -3.28725 0.005 -0.007 -0.010
H -5.77466 0.12038 -2.31888 -0.002 -0.008 0.003
H 1.06915 4.66624 1.26997 -0.007 -0.003 -0.005
H 2.99836 1.03071 -0.13177 -0.017 -0.001 0.017
H -3.72080 0.36116 3.67070 -0.006 -0.011 0.000
H 0.83971 1.10062 -5.98181 -0.025 -0.016 0.004
H 1.95869 -2.06262 -4.48646 0.003 -0.013 0.007
H -3.54725 1.22375 5.98395 0.002 0.004 0.001
H -2.45567 -4.72083 -1.15236 -0.005 -0.001 -0.004
H -5.13865 1.52333 -0.36299 0.005 -0.008 0.012
H 2.30835 2.94725 -1.81318 -0.001 -0.019 -0.001
H -0.36070 -6.09879 -1.25838 -0.003 -0.001 0.000
H 3.59092 -3.85923 -0.65112 0.000 -0.001 -0.006
H 1.67402 -0.42028 -6.29980 -0.005 0.009 -0.015
H -2.25726 -2.30531 -0.78507 -0.033 0.046 -0.054
H 2.61432 3.93677 3.08328 0.009 -0.001 -0.008
H 3.93104 2.22653 -1.70946 0.002 -0.003 -0.002
H 0.19881 -2.22244 -4.42927 0.006 0.002 0.004
H 1.10076 -1.80048 -2.96071 0.020 -0.002 0.008
H 4.14439 1.43435 -4.70546 0.009 -0.013 0.006
H -0.09601 -0.38470 -6.20500 0.016 -0.016 0.001
H -1.47042 0.87920 7.27219 -0.005 -0.010 0.005
H 1.49857 -0.09316 2.18369 0.018 0.008 -0.012
H -1.56751 3.23579 -3.51520 0.020 0.029 -0.003
H 5.54331 -2.39823 -0.38506 -0.001 0.000 0.006
H 3.53391 3.31407 -3.03563 -0.031 0.009 -0.024
H 0.71608 4.32163 -4.22338 0.007 -0.007 -0.006
H 3.37950 -0.14613 -4.45517 0.010 0.031 -0.008
H 0.26314 -1.24065 3.98541 -0.005 -0.028 0.006
H -0.19652 -5.60923 2.93193 0.005 0.006 -0.002
H -4.16245 -2.83739 1.87488 -0.007 -0.009 -0.006
H 1.81617 -4.96879 -0.92187 0.002 -0.003 0.006
H -1.49946 2.12503 -4.89051 -0.018 -0.016 0.004
H 0.05377 -3.16507 2.66815 0.024 0.018 -0.004
H -2.41452 -6.66047 2.68482 0.000 0.003 -0.003
H 0.42796 -0.34436 6.28155 0.002 -0.005 -0.001
H 0.39020 3.31536 -5.64065 0.009 0.009 0.004
H 5.24765 0.04417 -0.14535 -0.005 0.005 -0.003
H -1.62915 -0.87641 -2.73836 -0.014 -0.041 0.017
H 1.93851 3.18055 -4.80892 0.090 -0.019 0.042
```
Forces are in eV/Å.

Atom charges from the Mulliken analysis, given in e for atoms 1 to 8: Se 0.1905; Se 0.1885; Mn -0.4470; S -0.0632; P -1.6061; O 0.3133; O 0.7670; N 1.3320


Entry 2:
Computed, not measured: a molecular structure, C39H44N5O4Si2TeV in a non-equilibrium geometry, with the ωB97M-V functional and the def2-TZVPD basis.

highest occupied orbital energy (alpha / beta)	-2.4 / -2.6	eV
ΔE to the lowest compared entry with this formula, charge and spin	0.0	kJ/mol
gap between HOMO and LUMO (alpha / beta)	0.1668 / 0.1762	Eh
spin multiplicity	2
molar mass	881.53	g/mol
net charge	-1

```
96
Properties=species:S:1:pos:R:3:forces:R:3
Te 0.70895 -1.34012 -3.73387 0.102 0.167 -0.736
V -0.15775 0.01709 1.07769 0.512 -0.650 1.268
Si -0.86924 -2.05034 -6.53096 0.044 -0.006 -0.332
Si 2.66683 1.39307 -3.67579 0.197 0.434 0.052
O -1.49865 3.70532 1.22896 -0.116 0.046 -0.039
O 1.52558 -2.73552 -1.37698 -0.332 0.776 0.991
O -0.46392 1.76682 0.82177 -0.337 2.956 -0.172
O -1.37684 -2.58079 -1.66977 -0.132 0.072 0.308
N 0.07192 -0.43688 2.69875 0.211 -0.103 0.879
N 1.82989 0.04340 0.82465 0.098 -0.767 -0.675
N -2.16432 -0.44931 1.03250 -0.523 -0.042 -0.667
N -0.04135 -1.51194 -0.08114 0.544 -1.119 -1.441
N -1.66750 1.43364 -1.48009 -0.080 -0.062 0.033
C -1.45269 -1.51681 -8.24841 -0.042 -0.003 0.091
C 4.55774 -0.43647 0.43719 0.081 0.537 0.369
C -4.75563 -0.90642 0.17198 -0.046 0.052 0.082
C -3.19270 0.15601 1.62618 0.032 0.086 0.236
C -2.37005 -2.48724 -5.49187 0.127 0.033 0.092
C -3.69174 -1.54201 -0.44129 0.160 -0.171 -0.039
C 0.30669 -4.15838 4.61042 0.010 0.006 0.015
C 0.69554 3.23453 4.68317 -0.003 0.020 -0.005
C 0.07990 -0.65817 -5.72129 -0.171 -0.121 0.315
C 0.15621 -1.81208 6.07104 -0.070 -0.057 0.017
C 1.57085 2.30736 -4.90344 -0.053 -0.209 -0.054
C 0.76823 0.81314 4.61657 -0.157 -0.166 -0.092
C 2.75711 0.82923 1.40985 -0.042 0.078 0.123
C 0.37507 -2.93710 3.96505 0.026 -0.116 0.017
C 1.66422 3.25508 5.67910 0.016 0.043 -0.005
C -4.50099 -0.03747 1.22562 -0.038 -0.101 -0.077
C -3.23011 2.09187 -3.16106 -0.030 0.125 0.019
C -3.52743 3.24909 -2.45360 0.037 -0.033 -0.034
C 0.09109 -3.03842 6.71632 0.014 0.005 -0.004
C 1.23417 -1.85030 -0.55418 -0.500 -1.039 -0.786
C 4.10421 0.62815 1.25365 0.190 -0.471 -0.424
C -2.88727 3.47767 -1.24806 0.072 0.057 -0.016
C 0.36158 -0.45135 3.95068 0.079 -0.133 0.642
C -2.29777 1.21378 -2.62916 0.015 -0.065 -0.038
C 0.31428 -1.73687 4.68354 0.121 0.170 -0.069
C 0.24644 2.03099 4.16703 -0.010 0.031 0.043
C 2.12924 1.88397 -1.95237 0.034 -0.146 -0.046
C -2.40901 -1.28599 0.01316 -0.369 0.037 0.162
C 2.26706 -1.00532 0.05043 0.603 0.699 0.455
C 2.67575 -0.45949 -3.92176 -0.270 -0.021 0.154
C 0.24199 -3.54705 -6.75846 -0.036 0.016 0.076
C -1.27193 2.72757 0.53779 0.208 -0.204 -0.129
C 3.62565 -1.24936 -0.16264 -0.448 -0.012 -0.002
C -1.21362 -1.89367 -0.67184 0.397 -0.497 -0.615
C 2.18490 2.05337 6.14013 -0.001 -0.029 0.024
C 1.74867 0.84757 5.61270 0.034 0.077 0.056
C -1.96042 2.54321 -0.80432 -0.085 -0.076 -0.035
C 0.17248 -4.21957 5.99344 0.016 -0.042 0.033
C 4.42678 2.01394 -3.98392 -0.063 -0.049 0.006
H 1.14340 -3.27944 -7.31609 -0.006 0.016 0.000
H -3.70831 1.88257 -4.10877 0.003 -0.063 0.006
H 2.37582 1.63768 2.02322 -0.063 -0.044 -0.014
H -1.93876 -2.34486 -8.77180 0.001 0.011 0.008
H 1.87870 2.94808 -1.92092 0.026 -0.007 -0.014
H 4.49446 3.09574 -3.84120 -0.002 -0.013 0.008
H 0.28791 4.15921 4.29348 -0.029 0.012 0.020
H -3.06619 4.35426 -0.64129 -0.035 -0.007 -0.005
H -2.07685 -2.62533 -4.44609 -0.062 -0.039 0.016
H -5.77116 -1.08438 -0.15787 0.007 0.013 -0.029
H 0.55429 -3.93759 -5.78903 0.018 -0.018 -0.011
H -0.26508 -4.34627 -7.30542 -0.028 0.036 0.000
H 0.13265 -5.17568 6.50002 -0.015 -0.014 0.001
H 5.14086 1.53936 -3.30663 -0.009 0.002 0.015
H -5.30230 0.48544 1.72869 0.013 0.002 0.021
H -4.24690 3.95886 -2.84278 -0.009 0.008 0.020
H 0.05235 -0.89985 6.64405 0.056 0.005 0.019
H 4.80265 1.28932 1.74899 -0.008 -0.015 0.000
H 3.26202 -0.93847 -3.13279 0.020 0.006 -0.012
H 0.36690 -5.07370 4.03430 -0.002 -0.009 -0.025
H -0.51065 2.03156 3.39447 0.056 0.002 -0.057
H 1.72709 3.38460 -4.80567 0.027 -0.012 0.043
H -3.80367 -2.22779 -1.26995 -0.048 0.028 -0.005
H -0.53329 0.24049 -5.62575 0.052 0.013 -0.026
H 1.79042 2.02761 -5.93695 -0.012 0.019 0.000
H 0.47800 -2.88893 2.88801 0.003 0.023 0.006
H -2.83919 -3.41397 -5.83003 0.007 0.013 -0.020
H 3.09530 -0.76105 -4.88307 -0.026 -0.046 0.015
H 0.51397 2.10220 -4.71840 0.010 0.017 0.010
H -0.02401 -3.07294 7.79326 -0.028 0.017 0.015
H -2.94405 0.81552 2.44966 0.031 0.034 -0.047
H 1.24088 1.32989 -1.63837 -0.031 0.038 -0.005
H 2.01536 4.19503 6.08605 0.001 0.017 0.003
H -2.04360 0.28623 -3.13484 0.026 0.037 -0.026
H 0.97745 -0.39836 -6.28549 0.014 -0.047 0.013
H 3.89858 -2.08393 -0.79486 -0.010 -0.010 0.021
H -0.61408 -1.17947 -8.86219 0.011 -0.014 0.009
H 4.73985 1.79102 -5.00781 0.008 0.010 0.006
H -3.12209 -1.69440 -5.52939 0.021 0.005 0.001
H 2.91428 1.70209 -1.21378 -0.015 -0.012 -0.031
H 5.61778 -0.60413 0.29446 -0.023 -0.006 0.013
H -2.17074 -0.69499 -8.18642 0.014 0.003 0.000
H 2.94606 2.05496 6.91142 0.033 -0.004 -0.005
H 2.19850 -0.07672 5.95191 -0.021 -0.019 0.014
```
Forces are in eV/Å.

Atom charges from the Mulliken analysis, given in e for atoms 1 to 8: Te 0.0986; V -0.6988; Si 0.2502; Si 0.1325; O -0.7574; O -0.7393; O -0.1281; O -0.6838